# 1
The following is a DFT calculation (ωB97M-V/def2-TZVPD) of a molecular structure, C44H55ClN9O4PS3Zr.

Geometry as XYZ:
```
118
Properties=species:S:1:pos:R:3:forces:R:3:mulliken_charge:R:1
Zr -0.200584 -0.307109 0.446832 -0.734 -0.881 2.125 -0.949
N 3.205101 0.753611 3.296591 -0.025 0.026 0.032 -0.131
C 2.123995 0.662195 2.510836 -0.656 -0.144 0.042 -0.110
S 0.963936 -0.584911 2.854260 -0.087 0.159 -0.437 -0.407
N 1.963551 1.537494 1.556098 1.058 0.369 -0.256 -1.087
N 0.713444 1.559189 0.977608 -0.522 0.618 0.244 2.459
C 0.096733 2.708412 0.962861 0.513 -0.092 0.253 0.281
C 0.715535 3.940268 1.475678 0.084 0.121 0.083 -0.266
C 1.949282 4.383883 0.999928 -0.055 0.018 -0.123 -0.214
C 2.532982 5.514744 1.542428 0.038 0.030 -0.081 -0.850
C 1.911345 6.199270 2.578312 -0.088 -0.083 0.026 -0.507
C 0.683060 5.763210 3.053630 -0.012 0.060 0.062 -1.015
C 0.082342 4.644500 2.503676 0.001 -0.169 -0.074 -0.042
C -1.321225 2.691976 0.604659 -0.582 0.147 -0.060 -1.090
C -2.050492 3.866969 0.451269 0.208 -0.156 0.138 0.261
C -3.415861 3.793383 0.259393 -0.120 -0.236 0.000 -1.281
C -4.008462 2.540092 0.212814 0.095 0.295 0.034 -0.781
C -3.202640 1.422135 0.300840 -0.068 -0.344 -0.035 -1.022
N -1.884039 1.472996 0.480148 0.441 0.419 0.030 1.840
H 3.338331 0.091722 4.039065 0.098 -0.024 -0.039 0.288
H 3.881172 1.484440 3.148817 -0.053 0.051 0.017 0.263
H 2.434440 3.854531 0.191993 0.033 -0.048 0.030 0.532
H 3.478335 5.867270 1.153489 0.023 -0.018 0.007 0.451
H 2.382376 7.065685 3.021546 0.003 0.039 -0.049 0.440
H 0.185416 6.297667 3.850720 0.024 -0.007 0.044 0.444
H -0.862386 4.288790 2.894908 -0.033 0.046 0.021 0.535
H -1.541327 4.817983 0.470272 0.019 0.000 0.053 0.805
H -4.007419 4.691381 0.150085 0.001 0.019 0.001 0.559
H -5.077673 2.433669 0.101001 0.001 -0.074 -0.033 0.580
H -3.649630 0.438861 0.234735 0.067 0.008 -0.037 0.308
N -3.684523 -1.711758 3.073331 0.056 0.015 -0.173 0.029
C -3.492703 -1.351657 4.430138 0.067 0.054 0.433 -0.281
C -4.182549 -2.021329 5.425066 0.007 -0.033 -0.098 -0.779
C -3.969275 -1.691324 6.757275 -0.029 -0.037 -0.042 -0.675
C -3.056977 -0.706860 7.091562 -0.001 0.111 -0.021 -0.764
C -2.367303 -0.029601 6.091665 0.034 0.005 0.037 -0.686
C -2.601823 -0.343309 4.767408 0.154 -0.086 -0.596 1.140
S -1.799966 0.550253 3.453838 -0.787 0.391 0.492 0.025
N -1.848740 -0.576401 2.167293 0.282 -0.629 -0.041 -0.066
C -2.797756 -1.454270 2.092060 0.064 0.232 0.293 0.280
C -2.990023 -2.095402 0.771321 -0.246 -0.295 -0.340 0.923
C -3.980933 -3.033004 0.525917 0.221 0.137 0.208 -1.213
C -4.265169 -3.401588 -0.780952 0.077 0.075 -0.208 -1.054
C -3.559204 -2.798778 -1.804657 -0.135 -0.111 0.226 -1.330
C -2.545141 -1.911220 -1.476813 0.096 0.084 -0.235 -0.181
N -2.234408 -1.580613 -0.223175 0.030 0.227 0.287 1.269
H -4.358405 -2.444614 2.929317 -0.041 0.065 -0.107 0.111
H -4.895689 -2.792319 5.159522 0.004 -0.061 0.026 0.410
H -4.519012 -2.212618 7.527366 0.000 -0.008 0.023 0.420
H -2.883961 -0.450731 8.127189 -0.009 -0.001 0.006 0.418
H -1.665690 0.755133 6.339639 0.058 -0.011 0.033 0.495
H -4.540099 -3.482944 1.332614 -0.039 -0.001 0.006 0.519
H -5.045614 -4.120070 -0.987872 -0.005 -0.036 -0.003 0.509
H -3.778074 -3.008106 -2.841237 0.047 0.005 -0.030 0.621
H -1.988165 -1.421584 -2.261896 0.110 -0.061 0.046 0.259
O 1.219424 0.691915 -3.278944 0.319 0.226 0.214 -0.282
Cl 0.465865 -0.452714 -2.991497 -0.147 0.048 -2.095 2.083
O -0.844706 -0.385389 -3.533044 -0.306 -0.082 0.008 -0.798
O 1.092876 -1.644358 -3.383854 0.243 -0.399 0.192 -0.620
O 0.286946 -0.518457 -1.474691 -0.024 0.137 0.021 0.248
C -0.605092 2.969203 -6.014218 0.028 0.056 -0.081 -1.345
N -0.640440 3.230914 -4.579142 -0.052 -0.195 -0.031 0.218
C 0.577558 3.825062 -4.042375 -0.112 0.019 0.028 -1.061
C -1.504237 2.594840 -3.765424 0.095 0.165 0.448 0.235
S -1.095880 2.266234 -2.144956 -0.369 0.560 -0.432 -0.162
N -2.735902 2.296586 -4.237822 0.129 -0.006 -0.160 0.198
C -3.407100 3.113701 -5.240522 -0.073 0.025 -0.060 -1.319
C -3.563511 1.294275 -3.587667 0.130 0.009 0.062 -0.906
H 0.408563 2.669244 -6.282752 -0.007 -0.006 -0.004 0.435
H -0.866129 3.860375 -6.587480 0.010 -0.055 -0.065 0.372
H -1.277567 2.155011 -6.270766 0.008 0.038 -0.004 0.408
H 0.944685 4.551030 -4.765501 0.003 0.013 -0.002 0.427
H 1.336749 3.063503 -3.863655 0.047 0.013 -0.016 0.312
H 0.353634 4.322114 -3.103092 0.053 0.052 -0.023 0.334
H -2.816216 3.992766 -5.476749 -0.013 -0.026 0.011 0.413
H -4.361338 3.449948 -4.830197 0.004 -0.006 -0.026 0.476
H -3.603670 2.549666 -6.153860 0.010 0.062 -0.041 0.359
H -3.166149 0.302234 -3.797402 -0.106 -0.082 0.023 0.171
H -4.574738 1.371199 -3.979550 0.013 -0.022 -0.035 0.509
H -3.575470 1.442487 -2.507241 -0.040 0.048 -0.006 0.168
C 4.641490 -1.223406 1.199281 0.004 -0.019 -0.092 -1.579
C 3.831761 -2.531713 1.220019 -0.354 0.350 0.398 2.379
C 3.493943 -2.929487 2.659479 0.053 -0.071 -0.028 -1.486
C 4.743894 -3.597759 0.610124 -0.176 -0.094 -0.056 -1.668
P 2.213785 -2.131944 0.228121 0.710 -0.935 -0.743 0.420
C 3.090049 -1.719240 -1.315689 -0.235 0.180 0.080 1.169
C 3.339449 -0.357130 -1.487174 0.008 -0.202 -0.074 -1.013
C 4.133600 0.086599 -2.531468 0.035 0.029 -0.018 -0.506
C 4.678734 -0.827387 -3.418809 0.021 0.089 0.016 -1.127
C 4.419084 -2.181035 -3.266185 0.030 -0.163 -0.009 -0.708
C 3.632759 -2.629254 -2.218801 -0.087 0.091 -0.026 -0.686
C 1.202713 -3.744528 0.029610 -0.004 0.283 0.069 2.253
C 0.182241 -3.655144 1.177637 0.403 -0.110 -0.061 -2.790
C 1.954017 -5.071794 0.112355 -0.057 0.120 0.116 -1.892
C 0.448590 -3.736761 -1.299617 0.113 0.017 0.002 -2.030
H 5.386753 -1.244011 1.996570 -0.017 -0.055 0.051 0.653
H 4.025011 -0.341955 1.330680 0.038 0.080 -0.011 0.058
H 5.171743 -1.116354 0.254358 0.014 -0.001 0.018 0.281
H 4.409865 -2.958405 3.253175 0.052 -0.059 -0.033 0.528
H 3.048304 -3.923922 2.705514 -0.025 -0.022 0.020 0.281
H 2.808083 -2.231240 3.126735 0.015 -0.007 0.070 0.104
H 5.705465 -3.533062 1.123790 0.006 0.039 0.041 0.536
H 4.930097 -3.417936 -0.445236 0.099 -0.040 0.045 0.246
H 4.377945 -4.610601 0.743289 0.009 -0.009 0.015 0.337
H 2.900923 0.357835 -0.796212 0.095 0.043 -0.031 0.282
H 4.312106 1.145770 -2.661592 0.024 0.006 0.007 0.539
H 5.307751 -0.486061 -4.229342 -0.010 0.005 -0.036 0.411
H 4.842718 -2.895870 -3.958525 -0.008 0.001 -0.037 0.484
H 3.437620 -3.687664 -2.115740 0.024 -0.028 -0.018 0.212
H 0.680591 -3.698879 2.147441 -0.104 0.125 0.064 0.272
H -0.527625 -4.483865 1.120654 -0.124 0.088 -0.042 0.565
H -0.376584 -2.700180 1.132375 -0.041 -0.347 0.126 1.435
H 2.384001 -5.244093 1.096378 0.053 -0.030 -0.008 0.345
H 2.739611 -5.123935 -0.637381 0.021 -0.089 0.022 0.308
H 1.249191 -5.881729 -0.089814 -0.015 -0.025 0.022 0.573
H -0.083365 -2.806293 -1.466499 -0.055 -0.045 -0.046 0.233
H -0.276529 -4.555021 -1.308236 -0.016 -0.017 0.064 0.643
H 1.123649 -3.883552 -2.139302 -0.029 0.052 -0.045 0.370
```
Forces are in eV/Å.

As for the HOMO energy: -12.09 eV. The calculation puts the frontier orbital gap at 0.2139 hartree. As for the total charge: +2. The calculation puts the max |F| at 2.4 eV/Å.

***

# 2
The following is a DFT calculation (ωB97M-V/def2-TZVPD) of C19H26N2O5 in the gas phase.

Geometry as XYZ:
```
52
Properties=species:S:1:pos:R:3:forces:R:3:mulliken_charge:R:1
C -4.582816 -3.310438 -1.806750 -0.073 0.244 -0.057 -1.388
C -5.045946 -1.958890 -1.276196 0.123 -0.251 0.220 -0.239
C -5.071323 -1.936196 0.251007 -0.227 0.289 -0.170 -0.510
C -5.557960 -0.609438 0.834256 0.136 -0.047 -0.080 -0.974
C -4.635071 0.589183 0.598908 -0.031 -0.096 0.207 -0.685
H -5.137610 1.471602 0.999046 0.019 0.043 -0.115 0.328
C -3.263021 0.455745 1.273156 0.162 -0.148 -0.237 -0.918
H -2.965634 1.410128 1.712685 0.068 0.019 0.066 0.317
C -2.158101 0.006265 0.312381 -0.684 0.260 -0.140 0.718
H -2.477595 -0.879558 -0.240673 0.052 0.082 0.036 0.183
C -1.657811 1.125530 -0.612782 0.026 -0.127 0.134 -1.370
H -2.432481 1.863296 -0.806440 -0.042 0.008 -0.066 0.441
C -0.466276 1.703723 0.151604 -0.104 -0.174 -0.208 0.410
C -0.047179 0.521619 1.021620 0.283 0.668 -0.223 0.361
O 1.008264 0.384901 1.586148 0.020 -0.199 0.159 -0.733
O -1.005742 -0.389054 1.068339 0.104 -0.470 0.296 -0.396
C 0.675403 2.217767 -0.729143 -0.134 0.016 0.255 -1.041
H 0.251516 2.837834 -1.520007 0.011 -0.057 -0.021 0.419
H 1.158602 1.364002 -1.211350 -0.076 0.003 -0.057 0.449
C 1.715369 3.034800 0.062750 0.144 0.071 -0.187 -1.072
C 3.129810 2.572305 -0.257881 -0.419 0.146 0.296 0.461
O 3.894522 3.205317 -0.946801 0.212 0.161 -0.232 -0.642
N 3.398019 1.359883 0.312403 -0.284 -0.223 0.321 0.082
C 4.543271 0.590083 0.229241 0.496 -0.207 -0.146 0.552
C 5.673866 0.976987 -0.497009 -0.159 0.136 -0.002 -0.337
C 6.777387 0.153980 -0.538557 0.194 -0.448 0.159 -0.501
C 6.765579 -1.060545 0.141366 -1.069 0.834 0.024 -0.159
C 5.645158 -1.454946 0.869926 0.336 -0.079 -0.109 -0.470
C 4.543569 -0.634006 0.911828 0.019 0.201 -0.113 -0.616
H 3.666658 -0.923739 1.471705 -0.087 -0.060 0.069 0.439
H 5.662070 -2.400644 1.389424 -0.022 -0.013 0.017 0.468
N 7.912942 -1.914578 0.092299 0.544 -0.408 -0.026 1.002
O 8.873759 -1.540676 -0.551447 0.189 0.020 -0.095 -0.625
O 7.862733 -2.968666 0.696542 0.045 -0.195 0.090 -0.631
H 7.659000 0.435350 -1.093608 0.010 0.022 -0.017 0.471
H 5.672462 1.919178 -1.018820 0.010 -0.004 -0.003 0.541
H 2.651065 0.956196 0.878355 0.080 0.206 -0.142 0.052
H 1.640579 4.092472 -0.187720 0.084 -0.062 0.047 0.467
H 1.550662 2.918381 1.134229 -0.019 0.018 0.018 0.476
H -0.792212 2.506815 0.821887 0.012 -0.072 0.022 0.334
H -1.321997 0.711455 -1.565095 0.000 0.022 -0.021 0.404
H -3.320905 -0.270802 2.085239 0.031 0.004 0.073 0.477
H -4.508368 0.750382 -0.472264 -0.034 0.120 -0.099 0.420
H -6.535312 -0.377113 0.404697 -0.079 -0.021 0.057 0.418
H -5.695281 -0.731804 1.911152 -0.071 0.056 0.038 0.334
H -4.079686 -2.172436 0.640990 0.081 -0.114 0.062 0.201
H -5.745653 -2.724548 0.593990 0.073 -0.082 0.040 0.459
H -4.380087 -1.180218 -1.654593 -0.040 0.090 -0.056 0.207
H -6.048383 -1.745152 -1.653548 -0.013 0.110 -0.027 0.384
H -5.250321 -4.100813 -1.471387 -0.039 -0.124 0.022 0.342
H -4.569381 -3.311782 -2.894105 0.034 -0.093 -0.099 0.382
H -3.580123 -3.539154 -1.451022 0.110 -0.075 0.018 0.308
```
Forces are in eV/Å.

As for the HOMO energy: -8.79 eV. The calculation puts the frontier orbital gap at 0.3185 hartree. The calculation puts the max |F| at 1.4 eV/Å. Its structure (SMILES) is CCCCCC[C@H]1C[C@H](CCC(=O)Nc2ccc([N+](=O)[O-])cc2)C(=O)O1.